# 1
A molecular structure, C48H42F5GeN3OPSTl, computed with wB97M-V/def2-TZVPD.

Cartesian coordinates (Å):
Tl1 7.3489 -17.2128 10.7357
C1 11.0504 -20.2020 13.7698
C2 12.4375 -20.2589 13.1219
C3 13.5286 -20.6042 13.9371
C4 14.7635 -20.8600 13.3762
C5 14.9797 -20.6130 12.0330
C6 13.9240 -20.1565 11.2757
C7 12.6602 -20.0065 11.7573
P1 11.2881 -19.3604 10.7197
C8 11.6126 -20.0308 9.0634
C9 12.4378 -19.2415 8.2095
C10 12.6849 -19.7253 6.9283
C11 12.2476 -20.9968 6.5506
C12 11.4491 -21.7280 7.3980
C13 11.0917 -21.2468 8.6463
C14 10.2930 -22.1111 9.5798
C15 11.5977 -17.5897 10.6743
C16 12.7103 -16.9915 11.3356
C17 12.9116 -15.6275 11.1832
C18 11.9507 -14.7613 10.6185
C19 10.8354 -15.3560 10.0386
C20 10.6665 -16.7581 9.9924
C21 9.4945 -17.1803 9.2395
H1 11.1426 -20.4704 14.8162
H2 10.3494 -20.8745 13.2806
H3 10.6148 -19.2256 13.8028
H4 13.3172 -20.7460 14.9969
H5 15.5974 -21.0980 14.0176
H6 15.9192 -20.8588 11.5054
H7 14.0699 -19.9014 10.1994
H8 12.8334 -18.2887 8.5730
H9 13.3814 -19.2310 6.2956
H10 12.5070 -21.4734 5.6082
H11 11.1352 -22.7162 7.1438
H12 10.9337 -22.6569 10.2825
H13 9.7804 -22.7812 8.9164
H14 9.5469 -21.5615 10.1709
H15 13.3703 -17.5513 11.9664
H16 13.7962 -15.1150 11.5941
H17 12.1980 -13.6921 10.5431
H18 9.9831 -14.7155 9.7420
H19 9.2986 -18.2678 9.1445
H20 9.1281 -16.4725 8.5203
C22 4.8092 -23.0367 7.2869
C23 4.5812 -21.6637 8.0005
C24 5.5833 -20.6390 7.5983
N1 6.1961 -19.7935 8.3980
N2 6.8838 -18.8011 7.7590
C25 6.7733 -18.8836 6.4467
N3 7.3631 -17.9600 5.6295
S1 5.8299 -20.2316 5.8873
H21 4.0627 -23.7676 7.5159
H22 5.7910 -23.4828 7.5644
H23 4.8388 -22.8825 6.1900
H24 4.6934 -21.7361 9.1008
H25 3.5739 -21.2398 7.8441
H26 8.0976 -17.3271 6.0446
H27 7.4550 -18.2504 4.6556
C26 7.5966 -17.3174 14.8386
Ge1 6.1444 -17.9217 13.6492
C27 5.7886 -19.7725 14.3539
C28 5.1288 -19.9123 15.5896
C29 4.8632 -21.1128 16.0915
C30 5.2014 -22.2853 15.4312
C31 5.9477 -22.1829 14.2873
C32 6.2807 -20.9369 13.7332
C33 4.6421 -16.6571 14.2180
C34 4.8162 -15.8579 15.3242
C35 3.9117 -14.7674 15.5476
C36 2.8505 -14.5450 14.7455
C37 2.4882 -15.4796 13.7772
C38 1.2031 -15.4387 13.1403
C39 1.0129 -16.1738 12.0068
C40 2.0248 -17.0085 11.5343
C41 3.1881 -17.2061 12.2383
C42 3.4514 -16.4392 13.3958
H28 7.4077 -17.9725 15.7281
H29 7.5265 -16.2533 15.0702
H30 8.5856 -17.5876 14.4622
H31 4.8695 -19.0279 16.1080
H32 4.3515 -21.1825 17.0531
H33 4.9529 -23.2277 15.9153
H34 6.2813 -23.1123 13.7992
H35 6.8387 -20.8886 12.8034
H36 5.6129 -16.0250 16.0691
H37 3.9255 -14.2013 16.4972
H38 2.3078 -13.5903 14.8303
H39 0.4464 -14.8685 13.6590
H40 0.0229 -16.1214 11.5032
H41 1.8627 -17.5571 10.6277
H42 3.9108 -17.9629 11.9015
F1 2.7520 -12.4634 12.2338
C43 3.6922 -12.9805 11.3981
C44 3.2028 -13.6731 10.2895
F2 1.9318 -13.5455 9.8903
C45 4.0986 -14.5056 9.6783
F3 3.6260 -15.4508 8.8199
C46 5.5083 -14.5792 9.9790
O1 6.2825 -15.4763 9.4706
C47 5.9161 -13.5293 10.8472
F4 7.2455 -13.3760 11.0669
C48 5.0535 -12.8117 11.6377
F5 5.4012 -12.0212 12.6990

Summary:
- Highest occupied orbital energy (spin up / spin down): -0.3444 / -0.3436 hartree
- LUMO level (spin up / spin down): -4.353 / -6.004 eV
- HOMO-LUMO gap (spin up / spin down): 5.0186 / 3.3462 eV
- Energy relative to the best compared isomer or geometry (same formula, charge and spin): 5.1302 eV
- Multiplicity: 2
- Net charge: +1
- Expectation value of S²: 0.784

***

# 2
8 unconnected molecules or ions with the total composition C48H43N2O16P, computed with wB97M-V/def2-TZVPD.

Cartesian coordinates (Å):
C1 1.1685 1.0866 0.4194
C2 0.2747 0.8293 1.6352
C3 0.3601 -0.6098 2.2067
C4 1.4195 -0.8057 3.3155
C5 2.7573 -1.4538 2.8845
N1 3.0914 -1.2682 1.4564
P1 4.6965 -0.6740 1.2166
N2 5.3990 -1.1843 -0.0974
C6 2.7510 -2.3410 0.6116
O1 2.5480 -2.1856 -0.5633
O2 2.6125 -3.5632 1.1927
H1 2.2257 0.9117 0.5983
H2 0.8085 0.5386 -0.4516
H3 1.0752 2.1471 0.1479
H4 0.4400 1.5347 2.4522
H5 -0.7553 0.9273 1.2830
H6 0.4243 -1.3440 1.3996
H7 -0.6135 -0.7695 2.6802
H8 1.5544 0.1429 3.8358
H9 0.9797 -1.4882 4.0502
H10 2.7587 -2.4956 3.1958
H11 3.5482 -0.9687 3.4695
H12 4.5988 0.7332 1.1941
H13 5.4669 -1.0587 2.3146
H14 5.6027 -0.4041 -0.7093
H15 1.9453 -4.0045 0.6559
O3 10.4830 -3.8999 6.6946
C7 9.6163 -3.3508 6.0511
C8 8.1915 -3.7462 6.1828
C9 7.2403 -3.1437 5.4744
C10 7.5647 -2.0520 4.5265
O4 6.6945 -1.5011 3.8815
C11 8.9858 -1.6556 4.3921
C12 9.9379 -2.2573 5.1000
H16 7.9773 -4.5450 6.8812
H17 6.1957 -3.4164 5.5537
H18 9.1981 -0.8575 3.6922
H19 10.9821 -1.9841 5.0187
O5 -6.1248 -0.4858 -2.7049
C13 -5.3574 -0.3638 -1.7745
C14 -5.5913 0.6487 -0.7153
C15 -4.7475 0.7837 0.3033
C16 -3.5431 -0.0726 0.4251
O6 -2.7718 0.0492 1.3558
C17 -3.3120 -1.0845 -0.6299
C18 -4.1515 -1.2208 -1.6516
H20 -6.4778 1.2613 -0.8210
H21 -4.8954 1.5148 1.0878
H22 -2.4246 -1.6970 -0.5232
H23 -3.9988 -1.9493 -2.4339
O7 -3.2234 -4.6497 -2.2344
C19 -3.0656 -5.3872 -1.2806
C20 -2.1431 -6.5448 -1.3497
C21 -1.9710 -7.3506 -0.3051
C22 -2.6942 -7.1221 0.9718
O8 -2.5355 -7.8544 1.9228
C23 -3.6173 -5.9614 1.0373
C24 -3.7885 -5.1564 -0.0081
H24 -1.6250 -6.6933 -2.2888
H25 -1.3033 -8.2022 -0.3328
H26 -4.1353 -5.8119 1.9760
H27 -4.4552 -4.3037 0.0175
O9 -1.9636 -0.9976 -3.8619
C25 -1.2983 -1.8030 -4.4854
C26 -1.4176 -3.2637 -4.2616
C27 -0.6802 -4.1197 -4.9654
C28 0.2803 -3.6529 -5.9984
O10 0.9447 -4.4396 -6.6391
C29 0.3934 -2.1898 -6.2154
C30 -0.3395 -1.3353 -5.5085
H28 -2.1241 -3.5942 -3.5033
H29 -0.7454 -5.1916 -4.8239
H30 1.0970 -1.8670 -6.9716
H31 -0.2778 -0.2661 -5.6431
O11 -2.1836 0.4571 -6.9734
C31 -2.5450 1.5251 -6.5229
C32 -3.0558 1.6163 -5.1340
C33 -3.4474 2.7771 -4.6178
C34 -3.3891 4.0272 -5.4090
O12 -3.7401 5.0895 -4.9354
C35 -2.8806 3.9374 -6.8027
C36 -2.4871 2.7755 -7.3201
H32 -3.0827 0.6916 -4.5716
H33 -3.8182 2.8588 -3.6033
H34 -2.8470 4.8633 -7.3628
H35 -2.1094 2.6867 -8.3309
O13 2.8777 2.3400 4.1168
C37 2.5416 3.4767 4.3735
C38 1.9800 3.8330 5.6992
C39 1.6084 5.0796 5.9778
C40 1.7411 6.1658 4.9747
O14 1.4039 7.3012 5.2299
C41 2.3027 5.8078 3.6484
C42 2.6743 4.5609 3.3703
H36 1.8918 3.0265 6.4160
H37 1.1957 5.3617 6.9380
H38 2.3900 6.6135 2.9308
H39 3.0857 4.2776 2.4098
O15 -3.8799 3.3194 -1.8230
C43 -4.2413 4.4520 -1.5739
C44 -4.7972 4.8013 -0.2435
C45 -5.1972 6.0389 0.0345
C46 -5.1028 7.1237 -0.9749
O16 -5.4664 8.2507 -0.7188
C47 -4.5471 6.7736 -2.3048
C48 -4.1464 5.5357 -2.5833
H40 -4.8562 3.9975 0.4790
H41 -5.6058 6.3147 0.9984
H42 -4.4879 7.5771 -3.0278
H43 -3.7405 5.2664 -3.5512

Summary:
- Highest occupied orbital energy: -0.3119 hartree
- LUMO level: -1.959 eV
- HOMO-LUMO gap: 6.5272 eV
- Structure (SMILES): CCCCCN([PH2]=N)C(=O)O.O=C1C=CC(=O)C=C1.O=C1C=CC(=O)C=C1.O=C1C=CC(=O)C=C1.O=C1C=CC(=O)C=C1.O=C1C=CC(=O)C=C1.O=C1C=CC(=O)C=C1.O=C1C=CC(=O)C=C1

***

| no. | F_max (eV/A) |
| --- | --- |
| 1 | 3.1 |
| 2 | 3.4 |